This record from the OMol25 dataset describes a molecular structure, C25H34ClN2P2Se4Ta. The level of theory is ωB97M-V/def2-TZVPD.

Cartesian coordinates (Å):
Ta: 0.604 0.286 -2.290
C: 3.649 1.151 0.002
P: 2.168 0.108 0.027
C: 1.183 0.938 1.337
N: 1.838 1.474 2.341
C: 1.118 2.018 3.352
C: 1.791 2.622 4.445
C: 1.059 3.131 5.470
C: -0.367 3.068 5.458
C: -1.034 2.507 4.417
C: -0.292 1.972 3.332
N: -0.949 1.436 2.275
C: -0.235 0.947 1.293
P: -1.150 0.294 -0.161
C: -1.700 -1.360 0.362
C: -2.764 1.193 -0.310
C: -3.484 0.552 -1.524
C: -2.511 2.694 -0.459
C: -3.688 0.986 0.905
C: 2.820 -1.473 0.781
C: 3.770 -1.108 1.930
C: 3.622 -2.223 -0.295
C: 1.700 -2.348 1.341
H: 3.988 1.268 1.029
H: 3.442 2.139 -0.392
H: 4.427 0.693 -0.606
H: 2.873 2.655 4.439
H: 1.559 3.591 6.312
H: -0.921 3.478 6.293
H: -2.115 2.456 4.387
H: -2.120 -1.266 1.364
H: -0.889 -2.076 0.397
H: -2.473 -1.724 -0.313
H: -2.829 0.207 -2.326
H: -4.169 1.282 -1.962
H: -4.077 -0.305 -1.199
H: -1.989 2.952 -1.371
H: -1.955 3.089 0.395
H: -3.477 3.206 -0.476
H: -3.882 -0.068 1.111
H: -4.648 1.438 0.633
H: -3.322 1.461 1.809
H: 4.688 -0.640 1.572
H: 4.054 -2.045 2.419
H: 3.317 -0.459 2.680
H: 4.482 -1.645 -0.642
H: 3.023 -2.502 -1.155
H: 4.014 -3.147 0.138
H: 1.062 -1.815 2.052
H: 2.160 -3.180 1.882
H: 1.085 -2.791 0.567
Se: -1.127 1.584 -3.650
Se: -0.004 3.635 -3.460
Se: 1.448 2.894 -1.816
Se: 2.737 1.408 -3.093
Cl: 0.984 -0.824 -4.598
C: -0.466 -1.814 -4.296
C: -1.353 -2.081 -5.314
C: -2.456 -2.851 -4.973
C: -2.621 -3.308 -3.665
C: -1.691 -3.011 -2.679
C: -0.566 -2.247 -2.983
C: 0.527 -1.888 -2.029
H: -1.199 -1.713 -6.320
H: -3.189 -3.093 -5.731
H: -3.485 -3.914 -3.418
H: -1.825 -3.392 -1.673
H: 1.498 -2.275 -2.339
H: 0.328 -2.230 -1.031

Properties
* charge: +2
* energy: -11887.75383 Ha
* highest occupied orbital energy: -14.1 eV
* energy above the lowest of the compared OMol25 structures with the same formula, charge and spin: 5.3 kcal/mol
* spin multiplicity: 1
* largest force on an atom: 0.7 eV/A

=====

This record from the OMol25 dataset describes a molecular structure, C25H34F4InN5O3. The level of theory is ωB97M-V/def2-TZVPD.

Cartesian coordinates (Å):
In: 0.396 0.804 1.144
C: 3.423 0.420 1.497
N: 2.440 1.514 1.673
C: 2.906 2.732 0.979
C: 2.202 1.772 3.126
C: 1.592 0.554 3.830
N: 0.433 0.086 3.059
C: -0.153 -1.133 3.347
C: -0.828 -1.832 2.344
F: -0.801 -1.290 1.064
C: -1.475 -3.032 2.535
F: -2.083 -3.603 1.498
C: -1.480 -3.623 3.782
C: -0.818 -2.959 4.798
F: -0.804 -3.472 6.021
C: -0.175 -1.746 4.599
F: 0.408 -1.145 5.645
H: 4.317 0.621 2.091
H: 3.706 0.357 0.448
H: 3.001 -0.533 1.815
H: 3.868 3.059 1.379
H: 2.183 3.536 1.119
H: 3.019 2.524 -0.084
H: 1.513 2.620 3.189
H: 3.138 2.063 3.609
H: 1.311 0.871 4.833
H: 2.340 -0.237 3.946
H: -1.981 -4.563 3.960
C: 1.224 -4.147 -5.740
C: 2.351 -3.612 -4.871
N: 2.127 -2.226 -4.423
C: 2.889 -1.166 -5.078
C: 2.447 -0.894 -6.509
C: 1.230 -2.046 -3.445
O: 0.638 -2.945 -2.866
C: 0.907 -0.647 -2.957
C: 0.404 0.384 -3.738
C: -0.043 1.552 -3.131
C: 0.015 1.662 -1.761
N: 0.503 0.661 -1.000
C: 0.931 -0.467 -1.586
H: 1.458 -5.163 -6.057
H: 1.088 -3.539 -6.635
H: 0.289 -4.173 -5.184
H: 3.295 -3.610 -5.415
H: 2.474 -4.233 -3.985
H: 3.938 -1.470 -5.068
H: 2.831 -0.262 -4.473
H: 2.664 -1.743 -7.156
H: 2.976 -0.030 -6.910
H: 1.375 -0.702 -6.567
H: 0.348 0.275 -4.813
H: -0.443 2.369 -3.715
H: -0.345 2.542 -1.243
H: 1.272 -1.272 -0.946
O: -2.620 3.648 0.598
C: -2.459 2.520 1.025
O: -1.353 1.879 1.096
C: -3.669 1.757 1.584
N: -4.876 2.619 1.305
C: -5.626 2.820 2.596
C: -4.522 2.752 3.635
C: -3.618 1.627 3.119
H: -3.778 0.795 1.087
H: -5.464 2.254 0.558
H: -4.452 3.507 0.969
H: -6.332 1.996 2.696
H: -6.170 3.759 2.547
H: -4.926 2.537 4.622
H: -3.986 3.700 3.689
H: -3.998 0.653 3.425
H: -2.594 1.711 3.476

Properties
* charge: +2
* energy: -2061.66206 Ha
* highest occupied orbital energy: -13.4 eV
* energy above the lowest of the compared OMol25 structures with the same formula, charge and spin: 0.1 kcal/mol
* spin multiplicity: 1
* largest force on an atom: 0.4 eV/A

=====

This record from the OMol25 dataset describes 6 unconnected molecules or ions with the total composition C25H34FIO21S. The level of theory is ωB97M-V/def2-TZVPD.

Cartesian coordinates (Å):
O: 0.229 1.211 0.504
C: -0.474 2.145 0.707
I: -0.354 3.301 2.538
C: -1.518 2.631 -0.281
C: -2.872 2.640 0.376
O: -4.032 2.911 -0.427
C: -5.026 2.873 0.516
O: -6.031 3.503 0.485
O: -4.659 1.992 1.514
C: -3.400 1.441 1.141
S: -3.843 -0.077 0.194
O: -3.162 -1.180 0.767
O: -3.771 0.083 -1.210
F: -5.335 -0.258 0.564
H: -1.443 2.093 -1.213
H: -1.268 3.668 -0.480
H: -2.892 3.439 1.114
H: -2.741 1.151 1.947
C: -7.084 0.182 -2.737
C: -8.561 0.288 -2.455
C: -9.193 -0.966 -1.894
O: -10.540 -0.870 -2.373
C: -10.521 -0.133 -3.513
O: -11.431 -0.027 -4.263
O: -9.311 0.460 -3.672
H: -6.699 1.125 -3.124
H: -6.533 -0.069 -1.831
H: -6.890 -0.580 -3.493
H: -8.765 1.148 -1.813
H: -9.179 -1.005 -0.808
H: -8.744 -1.878 -2.296
C: 3.790 -0.926 -1.780
C: 4.393 -0.451 -0.482
C: 4.392 -1.478 0.622
O: 4.315 -0.656 1.800
C: 3.698 0.499 1.450
O: 3.306 1.309 2.226
O: 3.593 0.601 0.110
H: 3.834 -0.139 -2.533
H: 4.329 -1.795 -2.155
H: 2.739 -1.185 -1.645
H: 5.391 -0.054 -0.648
H: 5.293 -2.083 0.639
H: 3.513 -2.129 0.594
C: 7.843 2.291 3.582
C: 8.446 1.539 2.422
C: 8.563 2.332 1.139
O: 8.451 1.307 0.138
C: 7.739 0.294 0.675
O: 7.289 -0.619 0.056
O: 7.590 0.458 2.004
H: 7.803 1.659 4.468
H: 8.434 3.177 3.814
H: 6.820 2.592 3.353
H: 9.411 1.109 2.704
H: 9.509 2.857 1.041
H: 7.740 3.038 1.007
C: -1.740 -0.801 -6.578
C: -1.959 -0.389 -5.145
C: -3.392 -0.065 -4.783
O: -3.226 0.903 -3.740
C: -2.047 1.511 -3.928
O: -1.700 2.485 -3.336
O: -1.307 0.866 -4.856
H: -0.690 -1.029 -6.756
H: -2.332 -1.684 -6.818
H: -2.015 0.008 -7.256
H: -1.546 -1.138 -4.464
H: -3.945 -0.927 -4.417
H: -3.944 0.398 -5.604
C: 3.170 -2.012 4.447
C: 2.795 -3.439 4.760
C: 2.021 -3.630 6.044
O: 2.406 -4.953 6.442
C: 3.634 -5.197 5.919
O: 4.320 -6.117 6.213
O: 3.964 -4.240 5.017
H: 3.714 -1.951 3.510
H: 2.282 -1.383 4.372
H: 3.824 -1.609 5.222
H: 2.264 -3.887 3.915
H: 0.943 -3.574 5.909
H: 2.325 -2.929 6.825

Properties
* charge: 0
* SMILES: O=C(I)C[C@H]1OC(=O)O[C@H]1S(=O)(=O)F.C[C@@H]1COC(=O)O1.C[C@@H]1COC(=O)O1.C[C@@H]1COC(=O)O1.C[C@@H]1COC(=O)O1.C[C@@H]1COC(=O)O1
* energy: -3348.88296 Ha
* highest occupied orbital energy: -10.3 eV
* spin multiplicity: 1
* largest force on an atom: 2.0 eV/A